[1]
32
Properties=species:S:1:pos:R:3 method="wB97M-V/def2-TZVPD" charge=-1 relative_energy_kj_mol=440.27 spin_multiplicity=1 homo_energy_ev=-5.6 lumo_energy_ev=2.6 homo_lumo_gap_ev=8.15
C -0.234 -0.022 -0.037
O -0.477 0.018 1.344
H 0.022 0.855 -0.438
H -1.330 -0.168 -0.340
H 0.529 -0.658 -0.606
O 0.627 -2.084 -3.252
H 0.042 -1.590 -2.756
H 0.075 -2.598 -3.678
O 3.955 -1.049 -1.162
H 3.469 -1.171 -0.459
H 3.868 -1.782 -1.828
O -0.116 1.172 3.786
H -0.136 0.552 3.102
H -0.936 1.227 4.251
O -1.971 1.346 -2.179
H -1.842 1.308 -1.222
H -2.056 0.570 -2.667
O 2.414 0.927 1.015
H 2.515 1.332 0.182
H 1.483 0.981 0.880
O -2.333 1.972 1.190
H -1.716 2.584 1.416
H -1.802 1.140 1.030
O 0.613 -2.238 2.259
H 0.257 -1.483 1.981
H 0.178 -2.304 3.235
O -2.169 -2.048 1.489
H -2.737 -1.713 0.799
H -1.593 -1.227 1.467
O 0.806 2.114 -2.802
H 0.109 1.593 -2.486
H 0.497 2.432 -3.502

***

[2]
82
Properties=species:S:1:pos:R:3 method="wB97M-V/def2-TZVPD" charge=+1 spin_multiplicity=1 homo_energy_ev=-9.7 lumo_energy_ev=-3.1 homo_lumo_gap_ev=6.58
C 0.046 0.883 1.565
C 0.590 -0.437 1.980
I 1.985 -1.221 0.590
C 0.274 -1.137 3.082
I -1.111 -0.366 4.466
C 0.853 -2.509 3.384
C 0.583 -3.162 4.738
C -0.232 -4.489 4.587
C -0.528 -4.670 3.091
N 0.082 -3.459 2.419
H -0.747 0.718 0.838
H 0.793 1.509 1.093
H -0.380 1.432 2.393
H 1.893 -2.615 3.120
H 1.549 -3.512 5.082
H 0.134 -2.547 5.499
H -1.128 -4.494 5.182
H 0.437 -5.274 4.908
H -0.153 -5.572 2.638
H -1.593 -4.512 3.000
H -0.732 -2.906 2.154
H 0.523 -3.651 1.519
N 5.685 -4.145 0.965
C 6.393 -5.195 0.450
C 5.523 -5.988 -0.248
C 4.238 -5.395 -0.157
C 4.369 -4.259 0.597
H 6.071 -3.408 1.524
H 7.451 -5.288 0.624
H 5.776 -6.894 -0.770
H 3.326 -5.764 -0.597
H 3.636 -3.530 0.897
N -2.719 4.580 -1.065
C -3.020 3.293 -1.408
C -3.102 2.557 -0.255
C -2.843 3.444 0.826
C -2.612 4.684 0.292
H -2.595 5.337 -1.713
H -3.148 3.012 -2.438
H -3.325 1.505 -0.194
H -2.827 3.196 1.876
H -2.380 5.627 0.758
N -2.594 1.669 -5.043
C -2.779 2.987 -5.364
C -1.889 3.306 -6.355
C -1.140 2.134 -6.645
C -1.599 1.142 -5.823
H -3.109 1.165 -4.347
H -3.526 3.581 -4.865
H -1.786 4.271 -6.824
H -0.356 2.032 -7.377
H -1.307 0.111 -5.726
N -3.677 5.138 4.014
C -4.379 6.019 4.788
C -4.052 5.779 6.097
C -3.111 4.714 6.111
C -2.899 4.346 4.809
H -3.719 5.083 3.013
H -5.049 6.736 4.346
H -4.443 6.308 6.949
H -2.643 4.275 6.975
H -2.267 3.591 4.375
N -0.747 7.072 -3.963
C -1.194 8.324 -4.294
C -0.400 9.236 -3.654
C 0.568 8.507 -2.909
C 0.330 7.177 -3.122
H -1.144 6.211 -4.290
H -2.034 8.456 -4.954
H -0.499 10.306 -3.713
H 1.349 8.915 -2.291
H 0.830 6.299 -2.750
N 4.329 -8.921 -2.691
C 3.826 -9.394 -1.510
C 2.460 -9.367 -1.596
C 2.126 -8.860 -2.882
C 3.300 -8.595 -3.533
H 5.303 -8.826 -2.909
H 4.480 -9.708 -0.715
H 1.776 -9.681 -0.825
H 1.138 -8.711 -3.283
H 3.492 -8.208 -4.518

***

[3]
9
Properties=species:S:1:pos:R:3 method="wB97M-V/def2-TZVPD" charge=0 smiles=N#Cc1c[nH]nn1 relative_energy_kj_mol=182.50 spin_multiplicity=1 homo_energy_ev=-10.9 lumo_energy_ev=0.0 homo_lumo_gap_ev=10.83
N -1.474 -2.127 1.784
C -0.900 -1.305 1.207
C -0.205 -0.304 0.463
C -0.359 0.084 -0.835
N 0.527 1.136 -0.998
N 1.178 1.308 0.226
N 0.792 0.440 1.054
H -1.070 -0.261 -1.580
H 1.511 1.029 -1.321

***

[4]
102
Properties=species:S:1:pos:R:3 method="wB97M-V/def2-TZVPD" charge=0 smiles="COP(=O)(OC)OC.COP(=O)(OC)OC.COP(=O)(OC)OC.COP(=O)(OC)OC.CCOC(C)=O.ClCCl.ClCCl.ClCCl.ClCCl" relative_energy_kj_mol=133.50 spin_multiplicity=1 homo_energy_ev=-9.4 lumo_energy_ev=0.3 homo_lumo_gap_ev=9.72
C 5.132 3.650 2.246
Cl 6.373 2.417 2.478
Cl 4.871 3.973 0.524
H 4.177 3.309 2.629
H 5.426 4.548 2.777
C 2.194 2.993 -3.587
Cl 0.638 3.777 -3.293
Cl 2.487 2.660 -5.336
H 3.012 3.557 -3.150
H 2.194 2.036 -3.073
C -2.357 -2.434 0.788
Cl -4.166 -2.504 0.807
Cl -1.686 -3.587 -0.329
H -2.161 -1.418 0.463
H -2.065 -2.512 1.829
C 1.271 -4.088 1.421
Cl 3.011 -4.183 1.774
Cl 0.387 -5.389 2.258
H 0.863 -3.150 1.774
H 1.150 -4.285 0.366
C 0.415 2.690 6.969
O 1.526 3.155 6.176
P 1.695 2.658 4.649
O 0.792 1.530 4.316
O 1.699 4.041 3.844
C 0.672 4.335 2.892
O 3.247 2.309 4.552
C 3.846 1.170 5.146
H 0.131 3.571 7.546
H 0.763 1.926 7.660
H -0.425 2.378 6.356
H 0.009 5.148 3.165
H 0.108 3.414 2.696
H 1.151 4.471 1.919
H 3.157 0.502 5.669
H 4.530 1.574 5.896
H 4.345 0.602 4.361
C 2.121 -2.766 -1.573
O 2.794 -2.690 -2.836
P 1.966 -2.676 -4.191
O 1.075 -3.828 -4.355
O 1.302 -1.234 -4.185
C 0.441 -0.787 -5.205
O 3.157 -2.574 -5.238
C 3.019 -3.167 -6.510
H 2.339 -3.715 -1.104
H 1.054 -2.541 -1.671
H 2.458 -1.883 -1.026
H -0.346 -0.130 -4.844
H -0.036 -1.617 -5.740
H 0.960 -0.260 -6.012
H 2.509 -2.587 -7.285
H 2.510 -4.130 -6.434
H 3.992 -3.380 -6.956
C -5.701 1.580 4.109
O -5.021 1.071 2.993
P -3.538 1.585 2.680
O -3.418 3.043 2.535
O -2.678 0.894 3.825
C -1.268 0.757 3.707
O -3.201 0.689 1.400
C -3.591 1.129 0.096
H -5.369 2.572 4.428
H -5.672 0.977 5.023
H -6.775 1.680 3.932
H -0.829 1.271 2.855
H -0.958 -0.285 3.593
H -0.768 1.072 4.621
H -4.307 0.417 -0.309
H -2.700 1.139 -0.531
H -4.042 2.121 0.084
C 3.100 0.881 1.047
O 1.734 1.344 1.027
P 0.630 0.469 0.269
O 0.530 -0.954 0.593
O 1.106 0.679 -1.267
C 0.282 0.132 -2.310
O -0.692 1.319 0.419
C -0.750 2.733 0.190
H 3.672 1.549 0.402
H 3.133 -0.174 0.798
H 3.514 1.130 2.026
H 0.187 0.979 -2.990
H -0.661 -0.302 -1.983
H 0.788 -0.632 -2.905
H -1.326 2.889 -0.725
H 0.253 3.143 0.080
H -1.305 3.202 1.003
O -3.898 -1.682 -3.514
C -4.178 -2.852 -3.488
O -3.506 -3.805 -4.133
C -2.334 -3.472 -4.891
C -1.170 -2.974 -4.065
C -5.290 -3.465 -2.619
H -2.618 -2.779 -5.688
H -2.044 -4.361 -5.448
H -1.093 -1.892 -3.974
H -0.259 -3.366 -4.525
H -1.187 -3.393 -3.060
H -5.295 -2.969 -1.656
H -4.998 -4.506 -2.481
H -6.219 -3.466 -3.184

***

[5]
45
Properties=species:S:1:pos:R:3 method="wB97M-V/def2-TZVPD" charge=-2 relative_energy_kj_mol=0.00 spin_multiplicity=1 homo_energy_ev=2.3 lumo_energy_ev=4.2 homo_lumo_gap_ev=1.94
Ga -1.026 0.692 0.623
C -1.905 -1.808 1.121
C -2.079 -1.410 -0.269
C -1.111 -2.129 -1.043
H -2.878 -0.774 -0.656
C -0.387 -2.975 -0.170
C -0.862 -2.768 1.154
H -0.491 -3.264 2.046
H -2.525 -1.469 1.953
H -0.981 -2.032 -2.118
H 0.398 -3.665 -0.466
C 0.506 0.656 2.486
C 0.749 -0.609 3.115
C 1.679 -1.322 2.334
H 0.332 -0.926 4.067
C 2.082 -0.516 1.243
C 1.345 0.703 1.286
H 1.516 1.567 0.637
H -0.008 1.504 2.936
H 2.043 -2.327 2.532
H 2.852 -0.752 0.507
O -0.683 0.892 -1.119
C 2.281 0.328 -2.784
C 0.978 0.872 -3.244
C 2.496 -1.124 -2.748
C 3.306 1.227 -2.222
C -0.407 1.218 -2.452
H 0.629 0.210 -4.059
H 1.183 1.843 -3.738
H -0.548 2.307 -2.519
H -1.201 0.718 -3.034
H 3.464 -1.386 -3.181
H 1.719 -1.648 -3.324
H 2.507 -1.531 -1.726
H 4.120 1.430 -2.933
H 3.798 0.802 -1.331
H 2.869 2.198 -1.945
C -3.360 1.606 3.250
S -3.167 2.203 1.570
O -3.475 1.076 0.652
O -3.901 3.429 1.415
O -1.629 2.429 1.426
H -4.423 1.715 3.481
H -2.753 2.252 3.887
H -3.052 0.562 3.359

***

[6]
14
Properties=species:S:1:pos:R:3 method="wB97M-V/def2-TZVPD" charge=0 relative_energy_kj_mol=374.66 spin_multiplicity=1 homo_energy_ev="-8.9 / -8.9" lumo_energy_ev="-0.3 / -0.3" homo_lumo_gap_ev="8.63 / 8.63"
C -0.785 0.014 -0.902
C -2.100 -0.017 -0.624
C 0.254 -0.476 0.045
C 0.939 0.766 0.694
N -0.272 -1.221 1.142
O -3.132 -2.256 0.368
S -2.506 -1.007 0.805
H -0.453 0.512 -1.794
H -2.959 0.346 -1.369
H 1.050 -1.229 -0.348
H 0.660 0.789 1.741
H 0.742 1.752 0.304
H 2.021 0.745 0.775
H 0.024 -2.198 1.100